[1]
{
  "formula": "C6H16N2O",
  "method": "ωB97M-V/def2-TZVPD",
  "e_tot_ev": -11504.8111,
  "species": ["C", "C", "C", "C", "C", "C", "N", "N", "O", "H", "H", "H", "H", "H", "H", "H", "H", "H", "H", "H", "H", "H", "H", "H", "H"],
  "positions_angstrom": [[-1.42537, 0.02112, 0.10223], [1.09902, -0.33814, 0.19600], [0.47838, -0.11462, -1.02788], [-2.23227, 0.80038, -0.90111], [-1.47274, 0.57055, 1.49780], [1.83330, 0.75107, 0.91389], [1.06446, -1.54028, 0.79197], [2.29954, -0.49268, -2.04977], [-1.79940, -1.35157, 0.16248], [-2.05915, -1.63889, -0.72041], [0.34585, -2.18995, 0.50413], [1.38658, -1.62682, 1.74199], [2.76818, -1.31029, -1.65487], [2.96080, 0.27568, -1.91563], [0.03032, -0.91563, -1.59033], [0.46623, 0.87075, -1.45544], [-3.30173, 0.80225, -0.64051], [-2.13498, 0.38856, -1.91133], [-1.89656, 1.83844, -0.94009], [-1.09602, 1.59457, 1.52532], [-2.50397, 0.57908, 1.88265], [-0.88245, -0.03877, 2.18672], [2.86302, 0.44419, 1.10357], [1.85215, 1.66263, 0.32258], [1.35681, 0.95839, 1.87606]],
  "forces_ev_per_angstrom": [[-0.01, -0.21, -0.05], [-0.12, 0.08, 0.06], [0.14, -0.04, 0.10], [0.00, -0.04, 0.00], [0.01, 0.00, 0.00], [-0.04, -0.05, -0.02], [-0.04, -0.02, 0.01], [-0.10, 0.02, 0.00], [0.09, 0.24, -0.05], [0.00, 0.04, 0.03], [0.05, 0.05, -0.02], [0.00, 0.04, -0.07], [-0.03, 0.05, 0.03], [-0.04, -0.04, 0.02], [-0.04, -0.05, 0.03], [0.01, 0.04, 0.02], [0.08, -0.01, 0.01], [0.02, 0.00, 0.04], [0.00, -0.03, 0.01], [-0.01, -0.01, -0.01], [0.07, -0.01, -0.06], [0.00, 0.01, -0.02], [-0.03, -0.01, -0.01], [-0.02, -0.03, -0.01], [0.00, -0.02, -0.03]]
}

***

[2]
{
  "formula": "C21H30N3O6PRhS4",
  "method": "ωB97M-V/def2-TZVPD",
  "e_tot_ev": -94661.9135,
  "multiplicity": 2,
  "species": ["Rh", "C", "C", "O", "P", "S", "S", "O", "C", "C", "H", "H", "H", "H", "H", "H", "H", "H", "H", "H", "C", "C", "C", "N", "C", "S", "N", "C", "O", "C", "C", "C", "C", "C", "C", "H", "H", "H", "H", "H", "H", "H", "H", "H", "H", "H", "H", "H", "H", "N", "C", "C", "C", "C", "C", "C", "S", "O", "O", "O", "H", "H", "H", "H", "H", "H"],
  "positions_angstrom": [[0.30168, 0.60752, 0.88058], [3.16467, -1.01281, 6.22182], [1.95071, -0.49224, 5.49226], [2.34359, 0.04230, 4.19806], [2.00880, -0.73450, 2.87038], [2.65586, 0.33357, 1.32145], [0.02586, -0.98728, 2.61959], [2.77781, -2.09976, 3.09248], [2.69986, -3.15926, 2.10215], [3.69017, -4.22437, 2.49673], [2.87245, -1.36206, 7.21300], [3.90660, -0.22381, 6.33869], [3.61575, -1.84163, 5.67820], [1.48553, 0.33960, 6.01715], [1.19653, -1.26900, 5.35120], [2.92895, -2.73763, 1.12088], [1.67760, -3.53590, 2.08839], [4.70375, -3.82507, 2.50916], [3.64760, -5.04051, 1.77576], [3.45737, -4.62142, 3.48471], [-5.84687, -2.11032, -1.00742], [-5.12790, -1.99706, -2.34510], [-3.61410, -1.94587, -2.20207], [-3.22119, -0.77582, -1.41014], [-2.26522, -0.71724, -0.54020], [-2.05500, 0.63771, 0.50135], [-1.40838, -1.80604, -0.37427], [-0.69826, -2.43842, -1.39026], [-0.71307, -2.06680, -2.53865], [0.11460, -3.60377, -0.92410], [-0.30014, -4.41984, 0.12348], [0.45140, -5.53342, 0.47038], [1.62518, -5.81778, -0.21292], [2.04554, -4.99661, -1.25249], [1.28440, -3.89860, -1.61717], [-6.92345, -2.19833, -1.15094], [-5.67297, -1.22721, -0.38999], [-5.51069, -2.98721, -0.44655], [-5.45605, -1.10860, -2.88410], [-5.35836, -2.85822, -2.97639], [-3.13860, -1.86478, -3.17977], [-3.24309, -2.84251, -1.70226], [-3.77863, 0.09268, -1.64548], [-1.02944, -1.90620, 0.55974], [-1.22517, -4.21084, 0.64685], [0.11531, -6.18261, 1.26842], [2.20804, -6.68982, 0.05551], [2.95748, -5.22374, -1.78869], [1.57385, -3.26583, -2.44587], [0.78531, 2.09677, -0.61280], [-0.21786, 2.20040, -1.64859], [-1.16485, 3.20778, -1.58022], [-2.30968, 3.10408, -2.34996], [-2.48759, 2.00178, -3.17421], [-1.46892, 1.07814, -3.34167], [-0.32032, 1.17634, -2.57146], [-4.14642, 1.59426, -3.69910], [-4.00553, 0.42763, -4.54933], [-4.73771, 1.25413, -2.38098], [-4.71668, 2.77744, -4.28829], [0.91244, 2.99326, -0.15218], [1.68544, 1.84367, -1.01005], [-1.05764, 4.01356, -0.86215], [-3.10903, 3.82740, -2.25511], [-1.61972, 0.23683, -4.00416], [0.43633, 0.40036, -2.62248]],
  "forces_ev_per_angstrom": [[0.01, -0.04, -0.01], [0.00, 0.00, 0.00], [0.00, 0.00, 0.00], [0.02, -0.04, 0.00], [0.01, 0.07, 0.09], [-0.03, 0.00, -0.01], [0.02, 0.02, 0.00], [-0.03, -0.01, -0.05], [0.01, 0.00, -0.01], [0.00, 0.00, -0.01], [0.00, 0.00, 0.00], [0.00, 0.00, 0.00], [0.00, 0.00, 0.00], [0.00, 0.00, 0.00], [0.00, 0.00, 0.00], [0.01, 0.01, 0.02], [-0.01, -0.01, 0.00], [0.00, 0.00, 0.00], [0.00, 0.00, 0.00], [0.00, 0.00, 0.00], [0.00, 0.00, 0.01], [0.00, 0.01, 0.02], [-0.02, 0.01, -0.01], [-0.07, 0.05, -0.07], [0.06, 0.03, -0.04], [0.00, -0.01, -0.03], [-0.07, 0.01, 0.00], [0.06, 0.02, 0.01], [-0.02, 0.00, 0.00], [-0.01, -0.01, -0.02], [0.00, -0.01, 0.01], [0.00, 0.00, 0.01], [0.00, 0.00, -0.01], [0.00, 0.00, 0.00], [-0.01, 0.00, 0.00], [0.00, 0.00, 0.00], [0.00, 0.00, 0.00], [0.00, 0.00, 0.00], [0.00, 0.00, -0.01], [0.00, 0.00, 0.00], [0.00, 0.00, 0.01], [0.00, -0.01, 0.01], [0.03, -0.03, 0.10], [0.00, 0.00, -0.01], [0.00, 0.01, 0.00], [0.00, 0.00, 0.00], [0.00, 0.00, 0.00], [0.00, 0.00, 0.00], [0.00, 0.00, 0.00], [0.00, 0.00, 0.00], [0.00, -0.01, -0.01], [-0.02, 0.00, 0.00], [-0.01, 0.01, 0.03], [0.02, -0.04, -0.02], [-0.01, 0.01, 0.00], [0.00, -0.01, 0.02], [-0.03, 0.06, 0.08], [0.00, -0.02, -0.02], [0.05, -0.07, -0.05], [-0.01, 0.00, -0.02], [0.00, 0.00, 0.00], [0.01, -0.01, 0.01], [0.00, 0.00, 0.00], [0.00, 0.00, 0.00], [0.00, 0.00, 0.00], [0.00, 0.00, 0.00]]
}

***

[3]
{
  "formula": "C6H8O4",
  "method": "ωB97M-V/def2-TZVPD",
  "e_tot_ev": -14539.5957,
  "smiles": "C#C[C@]1(C)OCOC1=O.O",
  "species": ["C", "C", "O", "C", "O", "C", "O", "C", "C", "H", "H", "H", "H", "H", "H", "O", "H", "H"],
  "positions_angstrom": [[-1.74958, -0.34338, 0.71701], [-0.56831, -0.20546, -0.23026], [0.63472, -0.52468, 0.45157], [1.48273, -1.21764, -0.41606], [0.65787, -1.79476, -1.42257], [-0.58065, -1.25753, -1.36064], [-1.50149, -1.61698, -2.03407], [-0.49602, 1.13763, -0.83801], [-0.51914, 2.22749, -1.35997], [-1.76738, -1.35548, 1.13868], [-1.65880, 0.39408, 1.52371], [-2.68327, -0.16853, 0.16917], [2.19969, -0.53964, -0.90442], [2.01150, -2.00510, 0.12907], [-0.56440, 3.18854, -1.84178], [1.69068, 1.74859, 1.98436], [2.06648, 1.34758, 2.79472], [1.34536, 0.98529, 1.49949]],
  "forces_ev_per_angstrom": [[-0.16, -0.04, 0.04], [-0.11, 0.20, -0.39], [0.02, -0.06, 0.64], [0.45, 0.15, -0.55], [-0.04, -0.08, 0.07], [-0.56, -0.43, -0.04], [0.59, 0.38, 0.34], [-0.20, 1.02, -0.53], [-0.01, -0.77, 0.30], [0.02, 0.24, -0.08], [-0.01, -0.19, -0.21], [0.27, -0.03, 0.11], [-0.16, -0.11, 0.10], [-0.21, 0.10, -0.09], [0.10, -0.40, 0.26], [0.34, -0.51, 0.73], [-0.30, 0.45, -0.64], [-0.01, 0.10, -0.05]]
}

***

[4]
{
  "formula": "C34H44Br2N10O9SY",
  "method": "ωB97M-V/def2-TZVPD",
  "e_tot_ev": -221268.8412,
  "charge": -1,
  "species": ["Y", "C", "C", "C", "C", "C", "C", "Br", "C", "C", "Br", "C", "O", "C", "N", "H", "H", "H", "H", "H", "H", "C", "N", "C", "C", "N", "N", "C", "N", "N", "H", "H", "H", "H", "H", "H", "H", "H", "H", "H", "H", "C", "C", "C", "C", "N", "H", "H", "H", "H", "H", "H", "H", "H", "H", "O", "C", "O", "C", "C", "C", "C", "O", "C", "O", "C", "C", "H", "H", "H", "H", "H", "C", "C", "S", "O", "O", "C", "C", "N", "C", "N", "C", "C", "N", "O", "O", "C", "H", "H", "H", "H", "H", "H", "H", "H", "H", "H", "H", "H", "H"],
  "positions_angstrom": [[0.44059, -0.30169, 1.73729], [3.67294, 0.95527, 2.76949], [3.66200, -0.55500, 2.73552], [4.80715, -1.26389, 3.01901], [4.82100, -2.66336, 2.98568], [3.63232, -3.34977, 2.62031], [3.49284, -4.74437, 2.51236], [4.98971, -5.87404, 2.89758], [2.31548, -5.35357, 2.12821], [1.22685, -4.55506, 1.82888], [-0.41449, -5.34270, 1.28655], [1.27077, -3.15550, 1.89857], [0.23888, -2.39832, 1.58271], [2.48919, -2.56341, 2.32295], [2.48747, -1.17398, 2.40668], [3.87940, 1.32097, 3.77860], [2.71458, 1.36109, 2.44487], [4.44819, 1.34232, 2.10656], [5.70900, -0.71950, 3.27419], [5.72534, -3.21084, 3.20468], [2.24290, -6.42896, 2.06039], [-1.46274, 1.96661, 6.82048], [-1.63745, 0.87223, 5.87323], [-1.71957, -0.43005, 6.50549], [-1.09956, 0.93848, 4.60625], [-0.50388, -0.02440, 4.01221], [-1.34244, 2.15286, 3.97642], [-0.71328, 2.63447, 2.84114], [-1.15930, 3.87287, 2.44783], [0.16983, 1.95650, 2.22661], [-2.37516, 2.10560, 7.40236], [-1.22150, 2.89661, 6.31692], [-0.64350, 1.74616, 7.51389], [-2.41523, -0.35884, 7.33958], [-0.75102, -0.76942, 6.89306], [-2.10012, -1.16717, 5.79991], [-0.37120, -0.82323, 4.62299], [-2.13956, 2.66466, 4.31003], [-1.52493, 4.50600, 3.13797], [-0.62251, 4.30280, 1.71173], [0.60575, 2.46422, 1.43328], [3.06336, -2.29945, -3.93637], [2.60435, -1.86094, -2.54595], [3.82255, -1.57470, -1.65147], [1.77602, -2.97911, -1.91192], [1.71244, -0.67905, -2.61367], [3.53165, -3.28347, -3.87324], [3.79672, -1.60917, -4.35542], [2.20936, -2.36484, -4.61335], [4.36446, -2.49722, -1.43433], [3.49163, -1.14660, -0.70386], [4.50589, -0.87196, -2.13467], [2.39148, -3.86809, -1.77535], [0.91862, -3.23824, -2.53582], [1.40207, -2.66631, -0.93468], [1.53947, 2.74365, -0.06034], [1.66437, 1.66222, -0.66577], [1.40977, 0.52416, -0.12604], [2.11947, 1.70711, -2.10196], [2.17502, 0.58780, -2.97252], [2.61902, 0.78442, -4.29865], [2.99603, 2.03862, -4.68110], [3.44057, 2.44439, -5.91378], [3.50703, 3.86371, -5.84934], [3.37602, 4.25933, -4.49780], [2.94046, 3.12937, -3.82740], [2.48798, 2.99013, -2.55205], [1.23987, -0.61512, -1.72752], [2.62202, -0.02359, -5.01398], [2.68918, 4.29169, -6.44489], [4.46859, 4.19847, -6.24304], [2.40419, 3.82025, -1.86656], [-4.61338, 0.73904, -5.54956], [-5.97011, 0.56515, -4.87913], [-5.97931, 1.29978, -3.22583], [-7.33134, 1.28273, -2.73318], [-5.30373, 2.57755, -3.30540], [-4.95960, 0.19029, -2.25227], [-4.70115, 0.84481, -0.89478], [-3.70994, 0.10937, -0.13919], [-2.40077, 0.46648, -0.02468], [-1.75101, -0.37563, 0.76125], [-2.66274, -1.32027, 1.18259], [-3.89509, -1.04278, 0.62790], [-5.07409, -1.72547, 0.76083], [-5.11604, -2.65187, 1.63736], [-6.06494, -1.43159, -0.01762], [-1.82286, 1.61475, -0.77548], [-4.66214, 0.47872, -6.60655], [-3.85743, 0.10849, -5.08181], [-4.29879, 1.77724, -5.45680], [-6.25966, -0.47777, -4.75036], [-6.76324, 1.09162, -5.40901], [-4.03168, 0.03903, -2.80508], [-5.50997, -0.73728, -2.08901], [-5.63765, 0.85887, -0.34469], [-4.34424, 1.86388, -1.03651], [-2.39342, -2.16537, 1.79013], [-1.99001, 1.50223, -1.84928], [-0.75547, 1.64786, -0.59883], [-2.25464, 2.57001, -0.46460]],
  "forces_ev_per_angstrom": [[0.25, -0.03, -0.29], [-0.06, -0.33, 0.00], [0.55, 0.04, 0.12], [-0.34, 0.15, -0.07], [0.21, -0.10, 0.07], [-0.09, 0.09, -0.03], [0.08, -0.09, -0.01], [-0.07, 0.04, -0.01], [0.12, 0.05, 0.05], [-0.32, 0.25, -0.11], [0.08, -0.05, 0.01], [0.58, -0.69, 0.19], [-0.03, -0.29, 0.13], [-0.15, -0.33, -0.09], [-0.16, 0.02, 0.00], [-0.05, 0.07, -0.01], [0.05, 0.13, -0.01], [-0.05, 0.09, -0.01], [0.00, 0.02, -0.02], [-0.04, -0.03, 0.00], [0.00, 0.00, -0.01], [-0.01, -0.05, 0.04], [-0.03, 0.14, -0.03], [0.03, -0.07, -0.05], [-0.10, -0.11, 0.14], [-0.01, -0.16, -0.14], [0.06, 0.10, 0.04], [0.08, -0.03, 0.00], [0.00, -0.06, 0.06], [-0.07, 0.95, -0.04], [0.01, 0.00, -0.01], [-0.01, 0.02, -0.07], [-0.01, -0.01, -0.02], [-0.01, -0.03, -0.01], [0.00, 0.01, 0.00], [-0.05, 0.01, 0.03], [0.08, 0.04, 0.00], [-0.08, -0.04, 0.02], [0.02, 0.02, 0.02], [-0.02, 0.01, -0.03], [0.05, -0.05, 0.06], [0.01, -0.01, 0.04], [0.26, -0.06, -0.02], [-0.15, -0.01, -0.08], [-0.05, 0.18, -0.06], [-0.17, -0.09, -0.04], [0.01, 0.01, 0.02], [0.01, -0.06, 0.01], [0.00, -0.03, 0.00], [0.04, 0.02, -0.04], [0.03, -0.01, 0.05], [-0.01, 0.03, 0.03], [-0.01, -0.01, 0.05], [0.01, 0.04, -0.01], [-0.01, -0.09, 0.07], [-0.04, -0.11, 0.00], [0.10, 0.16, -0.15], [-0.15, 0.12, -0.04], [-0.07, -0.35, 0.02], [0.09, 0.30, 0.14], [0.09, -0.01, -0.13], [0.00, 0.20, 0.06], [0.06, -0.18, 0.05], [-0.02, 0.19, -0.25], [0.05, 0.00, 0.18], [-0.10, -0.14, -0.12], [0.06, 0.09, -0.09], [-0.04, 0.06, 0.23], [-0.08, 0.02, 0.06], [-0.02, -0.06, 0.07], [0.00, -0.03, 0.07], [0.04, 0.00, -0.02], [-0.07, 0.01, 0.06], [0.28, 0.13, 0.41], [0.05, -0.16, -0.24], [-0.06, -0.15, 0.00], [0.13, -0.02, -0.06], [-0.27, 0.35, -0.06], [-0.18, 0.01, -0.17], [-0.02, -0.18, 0.17], [-0.07, -0.14, -0.07], [-0.30, 0.42, -0.34], [-0.30, -0.17, 0.09], [0.27, -0.03, 0.13], [-0.05, -0.01, 0.05], [0.04, 0.07, -0.09], [0.05, 0.08, 0.00], [-0.05, -0.05, 0.14], [-0.04, -0.04, 0.01], [0.01, 0.00, -0.04], [0.05, -0.01, -0.07], [-0.06, 0.01, -0.02], [-0.05, 0.04, 0.05], [0.00, -0.04, 0.01], [0.05, -0.05, -0.05], [0.05, -0.01, 0.07], [0.04, -0.03, 0.04], [0.03, 0.02, -0.02], [0.02, 0.06, 0.00], [0.07, 0.06, -0.02], [0.00, -0.01, -0.03]]
}